{
  "formula": "C5H7N3O2",
  "method": "wB97M-V/def2-TZVPD",
  "charge": 0,
  "de_lowest_ev": 0.472,
  "mol_weight_g_mol": 141.13,
  "spin_multiplicity": 1,
  "e_tot_ev": -13863.716,
  "homo_ha": -0.3328,
  "elements": ["O", "C", "N", "C", "C", "C", "N", "C", "N", "H", "H", "H", "H", "H", "O", "H", "H"],
  "xyz": [[-3.22772, 0.93684, -0.74676], [-2.47758, -0.02518, -0.59170], [-2.92361, -1.27897, -0.35748], [-2.13660, -2.50399, -0.34489], [-0.67330, -2.20036, -0.35704], [-0.22497, -0.95152, -0.51933], [-1.10846, 0.12768, -0.66142], [1.21637, -0.60970, -0.48350], [2.03184, -0.67060, -1.44375], [-3.92935, -1.36583, -0.30429], [-2.38634, -3.08536, 0.55615], [-2.39865, -3.13700, -1.21040], [0.03320, -3.00602, -0.16725], [-0.79698, 1.00003, -1.06953], [1.83774, -0.42313, 0.78149], [1.23329, -0.68426, 1.48959], [2.99368, -0.54183, -0.97441]],
  "atomic_forces_ev_per_a": [[0.5686, -0.7629, 0.1853], [-0.7790, 1.1553, -0.4740], [-0.2204, -0.4938, 0.2365], [-0.1099, -0.2554, -0.0157], [0.5175, 0.3559, 0.2082], [-0.6143, 0.1255, -0.0585], [0.4402, -0.0586, -0.0639], [2.4338, -0.8558, 1.2027], [0.8003, 0.4372, 0.5873], [0.2316, 0.1648, -0.0438], [0.0538, 0.1091, -0.1882], [0.0696, 0.1307, 0.1758], [-0.1810, 0.1753, -0.1758], [-0.0501, -0.2042, 0.1983], [-1.5434, -0.0604, -0.5115], [-0.0298, 0.1502, -0.0495], [-1.5875, -0.1128, -1.2133]]
}


{
  "formula": "C5H7N3O2",
  "method": "wB97M-V/def2-TZVPD",
  "charge": 0,
  "de_lowest_ev": 1.371,
  "mol_weight_g_mol": 141.13,
  "spin_multiplicity": 1,
  "e_tot_ev": -13862.817,
  "homo_ha": -0.3051,
  "elements": ["N", "C", "C", "N", "C", "C", "O", "C", "N", "H", "H", "H", "H", "H", "O", "H", "H"],
  "xyz": [[-2.90266, -0.06271, -0.00393], [-1.56831, 0.30251, 0.04898], [-0.44549, -0.46957, 0.13043], [-0.38390, -1.86308, 0.06111], [0.67214, 0.44574, 0.15298], [0.13211, 1.69162, -0.02231], [-1.20112, 1.63088, -0.02216], [2.10205, 0.11781, 0.19905], [2.65186, -0.92505, -0.30910], [-3.46874, 0.26761, 0.77077], [-3.36751, 0.12290, -0.88689], [-1.31063, -2.27677, 0.08931], [0.18667, -2.27825, 0.79138], [0.58673, 2.66140, -0.19734], [2.88764, 1.20020, 0.25489], [1.97238, -1.66554, -0.47120], [3.45677, 1.10032, -0.58599]],
  "atomic_forces_ev_per_a": [[-0.3765, -0.0719, -0.0046], [0.6901, -0.3516, 0.1045], [-0.3542, 0.6148, 0.1355], [-0.0057, -0.3145, 0.3209], [-0.4389, -0.1201, 0.5307], [0.5497, -0.2462, 0.5553], [-0.3734, 0.2028, -0.6139], [0.0365, -1.1063, -3.1926], [-0.6395, -0.1030, 1.1648], [0.1455, -0.0379, -0.1502], [0.1275, 0.0423, 0.1690], [0.1055, 0.1231, -0.0184], [-0.0741, 0.0967, -0.1013], [-0.1176, -0.2892, 0.3249], [1.5107, 1.2628, -1.4316], [-0.0411, 0.0965, -0.0557], [-0.7445, 0.2018, 2.2627]]
}


{
  "formula": "C5H7N3O2",
  "method": "wB97M-V/def2-TZVPD",
  "charge": 0,
  "de_lowest_ev": 1.596,
  "mol_weight_g_mol": 141.13,
  "spin_multiplicity": 1,
  "e_tot_ev": -13862.592,
  "homo_ha": -0.3489,
  "elements": ["C", "C", "C", "C", "C", "N", "N", "N", "O", "O", "H", "H", "H", "H", "H", "H", "H"],
  "xyz": [[0.04587, -1.46485, -1.13323], [0.91186, 0.84769, -1.25800], [-0.60946, 0.17904, 1.88442], [0.45448, -0.38635, -2.02991], [-0.58843, 0.15756, 0.34967], [-0.55648, -1.18585, -0.05762], [0.56246, 0.97938, -0.07888], [0.54008, 0.02891, 2.53250], [-1.66939, 0.33446, 2.45939], [-1.75907, 0.74513, -0.13380], [0.29425, -2.45569, -1.39413], [1.67603, 1.63478, -1.56136], [1.34403, -0.54781, -2.68714], [-0.35276, -0.22100, -2.76010], [1.26933, 0.01235, 1.88751], [0.73070, 0.46917, 3.33004], [-2.29349, 0.87308, 0.65064]],
  "atomic_forces_ev_per_a": [[-0.2701, 1.2433, 0.7912], [0.6092, 0.2363, -0.8920], [-1.7926, 0.3186, 0.8291], [2.0709, 1.7124, -2.3334], [0.0822, 1.0985, -0.1587], [0.8272, -2.3731, 0.0743], [-1.2418, 0.7420, 1.9576], [-0.3361, -2.2134, -3.5584], [-0.4036, 0.3297, -0.2349], [0.6131, 0.1078, -0.2827], [-0.2589, -1.3008, -0.2905], [-0.8452, -1.4579, -0.4974], [-0.6466, -0.7808, 0.3794], [0.0298, 0.3519, 0.3389], [1.8341, 0.0189, -0.7610], [0.3975, 1.8581, 4.0191], [-0.6688, 0.1084, 0.6194]]
}


{
  "formula": "C5H7N3O2",
  "method": "wB97M-V/def2-TZVPD",
  "charge": 0,
  "de_lowest_ev": 10.864,
  "mol_weight_g_mol": 141.13,
  "spin_multiplicity": 1,
  "e_tot_ev": -13853.324,
  "homo_ha": [-0.3218, -0.3218],
  "elements": ["C", "C", "C", "C", "C", "N", "N", "N", "O", "O", "H", "H", "H", "H", "H", "H", "H"],
  "xyz": [[-0.50737, 2.01663, -0.29625], [0.74738, 1.57097, -0.18266], [0.09304, -0.67182, 0.49288], [-0.85133, -2.90289, -0.62684], [-1.57154, 1.04386, 0.06469], [-1.07937, -0.29218, 0.17180], [0.94999, 0.31008, 0.39859], [2.33906, -0.05247, 0.64709], [3.10094, 0.78461, 0.38213], [2.46996, -1.07825, 1.18244], [-0.65899, 2.87499, -0.81458], [1.68528, 1.92278, -0.52366], [-0.46315, -3.46055, 0.33526], [-0.25027, -3.23139, -1.50777], [-2.03750, 1.27904, 1.11679], [-2.34100, 0.99385, -0.68144], [-1.62514, -1.10726, -0.15848]],
  "atomic_forces_ev_per_a": [[2.0363, -2.8445, 0.6316], [-1.0155, -0.5092, 0.2820], [0.3073, -2.4282, -1.1230], [0.7270, -0.3015, 1.7662], [-1.3915, 0.9351, 2.4422], [-2.1427, -1.0675, -0.5933], [2.1295, 1.1264, 0.6734], [-3.5909, 0.2134, 0.5930], [3.2750, 2.2019, -0.9938], [1.1833, -2.4981, 0.9892], [-0.8089, 2.4248, -1.2960], [0.2322, 1.1743, -0.3591], [-0.5118, 0.6763, -1.9285], [0.1168, 0.0071, 0.6338], [0.4434, -0.0193, -1.9306], [-0.6603, 0.4653, -0.1934], [-0.3292, 0.4437, 0.4062]]
}


{
  "formula": "C5H7N3O2",
  "method": "wB97M-V/def2-TZVPD",
  "charge": 0,
  "de_lowest_ev": 3.999,
  "mol_weight_g_mol": 141.13,
  "spin_multiplicity": 1,
  "e_tot_ev": -13860.189,
  "homo_ha": -0.2976,
  "elements": ["C", "N", "C", "C", "O", "C", "N", "C", "N", "H", "H", "H", "H", "H", "H", "O", "H"],
  "xyz": [[-0.89255, 1.25638, -1.37118], [-0.34442, 0.20968, -0.53154], [-0.59556, 0.23804, 0.71908], [0.13668, -0.44231, 1.79199], [-0.48024, -0.08140, 2.98406], [-1.47420, 0.73336, 2.61472], [-1.53094, 1.06247, 1.37580], [1.17693, -1.27220, 1.74071], [2.17796, -1.88559, 1.44903], [-0.62534, 2.25936, -1.00386], [-0.48694, 1.14252, -2.38412], [-1.99168, 1.19975, -1.40547], [0.85347, -0.99381, -3.51984], [-2.23902, 0.91386, 3.36964], [2.27285, -2.30592, 0.48582], [1.79351, -1.36583, -3.39630], [2.24950, -0.66835, -2.91853]],
  "atomic_forces_ev_per_a": [[-0.5295, -0.1112, -0.0333], [0.6074, -0.1797, 0.7213], [1.3747, 1.0769, -0.9717], [-0.1137, -0.1682, 0.4805], [-0.5438, -0.9203, 0.7433], [-0.3470, -0.0422, -0.6891], [-0.7607, -0.2820, 0.6369], [0.4610, -0.1837, -1.1693], [-0.4351, 1.0253, -1.6476], [-0.0537, -0.2564, -0.0335], [-0.1965, 0.0381, 0.2242], [0.2347, 0.1168, -0.1416], [2.2145, -0.9054, 0.3902], [0.5368, 0.4803, -0.0372], [-0.2300, -0.5750, 1.8373], [-2.2201, 0.7792, -0.4016], [0.0009, 0.1074, 0.0912]]
}


{
  "formula": "C5H7N3O3",
  "method": "wB97M-V/def2-TZVPD",
  "charge": 0,
  "de_lowest_ev": 8.931,
  "mol_weight_g_mol": 157.13,
  "spin_multiplicity": 1,
  "e_tot_ev": -15902.512,
  "homo_ha": -0.3532,
  "elements": ["C", "C", "C", "C", "C", "N", "N", "N", "O", "O", "O", "H", "H", "H", "H", "H", "H", "H"],
  "xyz": [[0.68445, -1.11283, 0.30836], [1.11677, 1.28993, 0.31786], [0.94965, -0.03784, -1.86240], [-1.65259, -0.47146, 0.25647], [0.71541, 0.02100, -0.38289], [0.35981, -2.13501, 0.87750], [-1.77614, -1.73874, 0.22297], [-1.39143, 0.40881, 1.38054], [-1.66810, 1.57806, 1.19424], [-0.95769, -2.49846, 1.02875], [-1.00000, -0.06644, 2.42404], [2.10798, 1.58508, -0.01853], [1.14502, 1.15645, 1.39857], [0.42404, 2.09821, 0.08285], [0.49086, 0.81396, -2.35713], [2.02694, 0.00761, -2.03601], [0.57311, -0.96330, -2.28961], [-2.14807, 0.06496, -0.54558]],
  "atomic_forces_ev_per_a": [[-0.6348, 0.0124, -0.2223], [-0.1970, 0.1461, 0.1685], [-0.1790, -0.1007, -0.0880], [-1.4042, -0.5513, -0.8373], [1.5357, -0.1141, 0.3393], [2.0288, -0.3505, 0.1661], [-0.0630, -0.0003, -0.7679], [0.1313, 0.2534, 0.9682], [-0.0723, 0.1106, -0.0603], [-1.1899, 0.2332, 0.6038], [0.1111, 0.0345, -0.0625], [0.1163, 0.0227, -0.0486], [-0.0078, 0.0750, -0.0496], [0.0369, 0.0275, -0.0529], [-0.0642, 0.0846, -0.0771], [-0.0295, 0.0436, -0.0879], [-0.0515, -0.0072, -0.0808], [-0.0670, 0.0804, 0.1893]]
}